Entry 1:
65
Properties=species:S:1:pos:R:3:forces:R:3:lowdin_charge:R:1 method="wB97M-V/def2-TZVPD" gap_ev="2.826 / 2.824" e_tot_ha=-2671.07257 e_above_lowest_kcal_mol=0.0 charge=-2 spin_multiplicity=1
Pd 13.593646 11.160300 11.448735 1.1 1.4 -3.2 0.969
S 17.713690 13.002534 11.306571 -0.2 0.2 -0.4 1.074
C 18.034674 11.332194 11.091612 -1.2 -1.0 -0.7 -0.511
C 19.219634 10.669818 11.128549 2.2 -0.9 -0.4 -0.130
C 19.230549 9.266706 10.892387 1.0 0.9 0.0 -0.115
C 18.075757 8.590704 10.554711 -0.8 0.3 -0.3 -0.099
C 16.842979 9.245503 10.485639 -0.1 0.2 0.0 0.009
C 16.834290 10.616028 10.743004 0.8 -0.2 0.9 -0.265
N 15.726144 11.415495 10.734859 -0.7 0.9 0.0 0.035
C 16.050425 12.680036 10.884329 -1.1 -0.5 0.6 -0.520
C 14.989190 13.651434 10.986887 -0.1 1.3 -0.4 -0.265
C 15.255358 15.040583 10.867675 0.7 0.1 0.0 -0.088
C 14.220397 15.937723 11.070391 -0.7 -0.1 0.0 -0.123
C 12.906024 15.461989 11.357906 1.9 -0.2 -0.6 -0.097
C 12.663605 14.102947 11.378465 -2.0 0.4 0.5 -0.102
C 13.673676 13.175139 11.183895 0.9 -1.8 0.7 -0.139
H 20.184813 11.253168 11.164591 -1.1 -0.9 0.4 0.112
H 20.183221 8.709114 10.891144 -0.5 0.5 0.0 0.093
H 18.111275 7.570530 10.211403 0.1 -0.3 0.3 0.096
H 15.888678 8.736994 10.256991 0.7 0.5 0.1 0.092
H 16.303074 15.408117 10.621837 -1.4 -0.5 0.4 0.103
H 14.368813 17.012596 10.962775 0.1 -0.2 0.1 0.080
H 12.130222 16.174540 11.532343 -0.5 0.3 0.1 0.079
H 11.602698 13.792790 11.585964 1.3 0.0 -0.2 0.109
O 7.231059 11.321809 6.703584 -0.3 0.5 0.6 0.049
C 8.592897 11.453754 6.860004 1.6 -1.0 0.0 -0.490
O 9.263784 11.480260 5.834417 -0.9 0.3 0.3 0.017
C 9.242240 11.359543 8.195949 -0.1 -0.4 -2.6 -0.210
C 10.639229 11.024469 8.165700 0.1 0.5 1.6 -0.030
C 11.360133 10.992579 9.344142 0.2 -0.2 -1.9 -0.046
C 10.696622 11.255516 10.577694 3.2 -0.3 2.4 -0.302
C 9.311404 11.482477 10.591200 -1.0 0.2 0.2 -0.067
C 8.618651 11.517823 9.401384 -1.5 0.8 1.2 -0.105
N 11.518837 11.240319 11.699484 -2.0 -0.5 -5.7 -0.111
C 11.024233 11.250156 12.912741 -1.3 1.1 4.6 -0.220
C 11.973394 11.464081 13.947970 -3.6 -1.2 -1.9 -0.335
C 11.636640 11.651932 15.306719 2.0 0.0 1.1 -0.077
C 12.689199 11.609532 16.208943 -1.8 0.0 -0.3 -0.148
C 13.986329 11.326445 15.753497 1.1 -0.4 0.1 -0.151
C 14.192683 11.131072 14.382092 -0.7 0.9 1.3 -0.176
N 13.212407 11.262055 13.506819 3.2 -0.2 2.4 -0.056
H 6.797938 11.327274 7.574184 0.4 -0.1 -0.2 0.078
H 11.096197 10.832962 7.216059 0.2 0.0 -0.3 0.095
H 12.470616 10.754327 9.339051 -1.6 0.3 0.1 0.094
H 8.784770 11.766270 11.501024 0.3 -0.3 -0.1 0.073
H 7.530127 11.791504 9.468186 1.0 -0.3 -0.2 0.108
H 9.940813 11.093620 13.198974 1.2 0.4 -0.7 0.095
H 10.615427 11.806841 15.578449 -0.4 0.1 0.2 0.080
H 12.453435 11.737362 17.269806 0.3 0.0 -0.2 0.079
H 14.803765 11.197931 16.462296 -0.1 0.1 -0.2 0.059
H 15.185096 10.917930 14.008323 0.1 -0.1 -0.1 0.093
C 11.701281 7.865975 11.505256 1.0 0.8 0.0 0.013
C 13.210490 7.919643 11.136260 1.2 0.5 -0.5 -0.444
O 13.706529 9.150192 10.837144 -0.1 -1.1 0.3 -0.280
C 13.441598 7.084160 9.790218 -0.4 0.3 1.3 -0.499
F 12.674225 7.612749 8.825533 0.7 -0.3 -0.1 0.140
F 14.752822 7.038036 9.359530 -1.5 0.0 0.1 0.092
F 13.025454 5.792590 9.944482 0.4 0.0 -0.3 0.100
C 14.096413 7.248957 12.293251 -1.6 1.4 -1.1 -0.490
F 13.464585 6.110079 12.705624 1.0 0.3 0.6 0.100
F 14.201941 8.150317 13.321252 0.1 -1.6 -0.7 0.119
F 15.337518 6.931448 11.863875 -0.4 -0.1 0.8 0.124
H 11.145584 8.268534 10.661790 -0.1 0.0 0.0 0.084
H 11.522113 8.519447 12.367446 0.1 0.0 -0.1 0.084
H 11.406064 6.866475 11.739579 -0.4 -0.7 0.1 0.063

***

Entry 2:
68
Properties=species:S:1:pos:R:3:forces:R:3:mulliken_spin:R:1 method="wB97M-V/def2-TZVPD" s_squared=6.01 gap_ev="7.725 / 7.612" e_tot_ha=-3552.00365 charge=+1 spin_multiplicity=5
Fe -0.001284 -0.026560 -0.213454 -0.8 1.0 -0.4 3.827
O -1.177098 -2.185354 0.087517 -0.9 0.7 0.7 0.017
Cl 0.102716 -2.606209 -0.399082 -0.8 -1.4 -1.0 -0.005
O 0.198002 -3.990645 -0.481223 0.3 -1.2 0.1 0.001
O 0.259762 -1.997147 -1.706919 0.3 0.9 -0.8 0.025
O 1.112546 -2.034870 0.434751 1.1 1.5 1.1 0.028
C -0.828962 2.327122 -5.875800 0.1 0.2 -0.1 0.000
O -1.510493 1.258730 -5.240358 -0.3 -0.2 0.0 0.000
C -2.416501 0.559758 -5.986434 0.0 -0.3 0.0 0.000
C -3.058630 1.050129 -7.116840 0.1 0.2 0.2 0.000
C -3.899808 0.236597 -7.857822 0.0 -0.1 0.1 0.000
C -4.124890 -1.074276 -7.476550 0.0 0.0 -0.1 0.000
C -3.521881 -1.569613 -6.333598 0.1 0.2 0.2 0.000
C -2.681441 -0.760125 -5.584693 -0.2 0.3 -0.5 0.000
N -2.026526 -1.248347 -4.425910 0.4 -0.3 0.1 0.004
C -2.164815 -0.772651 -3.210416 -0.1 0.0 0.4 -0.019
C -3.217502 -0.008213 -2.687755 0.1 0.3 0.4 -0.002
C -4.474192 0.146755 -3.321889 -0.4 0.0 0.0 -0.001
C -5.542957 0.681360 -2.660447 0.1 -0.1 -0.4 0.003
C -5.414352 1.053450 -1.312715 0.3 0.0 0.0 0.000
C -4.214070 0.954988 -0.669633 0.2 -0.1 0.1 0.014
C -3.045686 0.496185 -1.338298 -0.6 -0.1 -0.7 0.009
O -1.898975 0.586384 -0.795012 1.7 -0.3 0.8 0.012
H -0.730814 2.147705 -6.947847 0.1 0.0 0.1 0.000
H 0.163469 2.368126 -5.425846 0.0 0.0 -0.1 0.000
H -1.344677 3.278637 -5.713270 0.0 -0.1 -0.1 0.000
H -2.911156 2.073360 -7.420192 0.1 0.1 -0.1 0.000
H -4.369720 0.632989 -8.744403 -0.1 0.0 -0.1 0.000
H -4.764383 -1.709028 -8.066360 -0.1 -0.1 -0.1 0.000
H -3.705491 -2.579946 -6.004470 0.0 -0.2 0.0 0.000
H -1.291938 -1.933378 -4.575418 0.0 0.2 0.1 0.000
H -1.390875 -1.069589 -2.510492 -0.1 -0.1 -0.1 0.014
H -4.604782 -0.220827 -4.327141 -0.1 0.1 0.0 0.001
H -6.492044 0.795126 -3.159521 -0.1 -0.1 -0.1 0.000
H -6.279026 1.419250 -0.780485 -0.1 0.1 0.1 -0.001
H -4.122533 1.220153 0.371891 0.0 0.1 0.1 0.000
O 1.083926 3.027618 2.839307 0.2 -0.5 0.3 0.000
C 0.354594 2.466941 1.912836 -0.4 1.0 -0.4 0.005
O 0.452387 1.291585 1.615311 0.1 -1.1 -0.6 0.021
C -0.643131 3.400317 1.235434 0.1 -0.3 0.2 0.002
N -0.340300 4.783304 1.594296 0.1 0.1 -0.3 0.000
C -1.572167 5.430345 2.074013 -0.3 0.1 0.2 0.000
C -2.718279 4.509962 1.652013 0.3 0.1 0.0 0.000
C -2.072552 3.132861 1.753633 0.1 0.1 -0.1 -0.002
H -0.606223 3.198988 0.159862 0.1 0.1 0.0 0.005
H 0.088373 5.288515 0.828410 0.0 -0.1 0.1 0.000
H 0.852334 3.989651 2.878773 -0.2 -0.2 -0.4 0.000
H -1.669373 6.440264 1.679440 0.1 0.0 0.0 0.000
H -1.521569 5.494690 3.164077 -0.1 0.1 0.0 0.000
H -2.990269 4.708387 0.614866 -0.1 0.0 -0.1 0.000
H -3.597977 4.620253 2.281344 -0.1 0.0 0.0 0.000
H -2.561953 2.381571 1.144671 0.0 -0.1 0.1 -0.001
H -2.041560 2.795773 2.788201 0.0 -0.1 0.1 0.000
N 0.427129 3.582042 -2.539877 -0.1 -0.2 -0.2 0.002
C 0.102062 2.272373 -2.448667 -0.2 -0.1 -0.1 0.010
N 0.880279 1.613598 -1.629882 -0.4 -0.9 0.7 0.066
C 1.798240 2.528248 -1.157800 0.2 0.9 -0.2 -0.027
C 2.870505 2.375843 -0.283271 -0.1 0.1 -0.1 0.001
C 3.609825 3.501327 0.014662 0.1 -0.1 0.1 0.001
C 3.311368 4.749612 -0.541329 -0.1 0.1 -0.1 0.000
C 2.264262 4.916086 -1.424584 0.0 0.1 0.0 0.001
C 1.516244 3.788026 -1.726632 0.5 -0.4 0.5 -0.015
H -0.022708 4.273673 -3.113467 -0.1 -0.1 -0.1 0.001
H -0.705024 1.832557 -3.003038 -0.3 0.0 -0.1 -0.003
H 3.108986 1.407100 0.124922 0.1 -0.1 0.1 0.003
H 4.452000 3.422949 0.682261 0.1 0.0 0.1 0.000
H 3.923456 5.600353 -0.285640 0.1 0.1 0.0 0.000
H 2.048819 5.874486 -1.872157 0.0 0.1 0.0 0.000

***

Entry 3:
7
Properties=species:S:1:pos:R:3:forces:R:3:lowdin_charge:R:1 method="wB97M-V/def2-TZVPD" gap_ev=11.113 e_tot_ha=-295.46905 e_above_lowest_kcal_mol=14.9 charge=+1 spin_multiplicity=1
C -0.485952 1.105006 0.145579 1.3 -0.2 1.1 -0.149
C 0.777096 0.642516 0.190778 -2.2 0.6 -0.6 0.016
N -1.498461 1.536780 -0.090628 -3.0 1.3 -0.5 0.349
N 1.735944 0.246783 -0.233979 5.3 -1.9 0.9 0.429
N -2.144744 -1.824786 -0.111308 1.6 0.2 0.4 0.099
N -1.093665 -1.585076 0.109086 -1.7 -0.5 -0.4 0.022
H 2.709781 -0.121226 -0.009528 -1.4 0.5 -1.0 0.234

***

Entry 4:
7
Properties=species:S:1:pos:R:3:forces:R:3:lowdin_charge:R:1 method="wB97M-V/def2-TZVPD" smiles="O=S(=O)([O-])P(Cl)Cl" gap_ev=8.228 e_tot_ha=-1885.74728 e_above_lowest_kcal_mol=37.5 charge=-1 spin_multiplicity=1
O -0.253022 0.310327 -1.629161 -0.8 0.9 -0.3 -0.399
S 0.537750 -0.418254 -0.689499 1.6 2.5 1.5 0.094
O 1.834721 0.230538 -0.373112 -0.4 -0.6 -0.2 -0.500
O 0.571894 -1.805116 -0.941635 0.2 -2.7 0.1 -0.382
P -0.058259 -0.053661 1.501043 -2.5 -1.9 -2.5 0.239
Cl -0.243302 1.864243 1.300033 0.6 2.5 0.3 0.119
Cl -2.389782 -0.128078 0.832330 1.3 -0.7 1.0 -0.170

***

Entry 5:
19
Properties=species:S:1:pos:R:3:forces:R:3:mulliken_spin:R:1 method="wB97M-V/def2-TZVPD" s_squared=16.09 gap_ev="7.196 / 7.621" e_tot_ha=-1131.79194 e_above_lowest_kcal_mol=12.9 charge=+2 spin_multiplicity=8
O 2.486628 1.441557 -0.754941 2.7 -0.4 -0.4 0.158
C 3.094098 0.393224 -0.434594 1.2 -0.9 0.4 0.203
C 2.349597 -0.704319 0.074162 0.3 -0.6 -0.7 0.459
O 1.044702 -0.492562 0.046649 0.4 0.7 0.3 0.129
C 0.053293 -1.535255 -0.022484 -0.5 -0.8 0.0 -0.008
C -1.237987 -0.877087 0.401858 -0.2 -0.7 0.5 -0.001
O -1.310823 0.387938 -0.248553 0.4 -0.2 -0.2 -0.004
C -2.600777 0.994072 -0.183916 -1.0 0.2 0.2 0.001
Eu 0.504068 1.827963 -0.450586 -3.5 2.2 -0.3 6.382
H 4.180139 0.296349 -0.560677 -0.2 0.1 0.1 0.017
H 2.726917 -1.703352 0.291790 0.1 0.3 0.1 0.011
H 0.325226 -2.357602 0.648077 -0.1 0.1 -0.1 0.003
H 0.016520 -1.878719 -1.062991 0.1 0.0 0.2 -0.001
H -1.271000 -0.725585 1.491156 0.0 0.0 -0.2 0.000
H -2.083721 -1.509971 0.098998 0.2 0.1 0.1 0.000
H -2.521025 1.977725 -0.657850 -0.2 -0.1 0.0 0.000
H -3.326006 0.373367 -0.725822 0.2 0.3 0.1 0.001
H -2.911494 1.109849 0.863838 0.1 0.0 -0.3 0.001
H 0.481640 2.982411 1.185890 0.2 -0.2 0.2 -0.351

***

Entry 6:
47
Properties=species:S:1:pos:R:3:forces:R:3:lowdin_charge:R:1 method="wB97M-V/def2-TZVPD" smiles="CNC(=O)[C@@H](NC(C)=O)C(C)C.CCCC[C@@H]1CO1" gap_ev=9.826 e_tot_ha=-885.46114 e_above_lowest_kcal_mol=3.2 charge=0 spin_multiplicity=1
C -2.261087 1.221696 5.607674 0.2 0.2 -0.6 -0.051
N -1.769544 0.460298 4.461599 0.1 -1.0 0.5 0.034
C -1.359344 1.005769 3.312642 0.0 0.8 0.4 -0.472
O -1.362360 2.221702 3.146836 0.1 -0.3 -0.4 0.049
C -0.830251 0.111431 2.174704 -0.3 -0.3 -0.2 -0.157
N -0.473706 -1.301742 2.476680 0.5 1.1 -0.3 0.125
C -1.199922 -2.263499 3.052286 -0.6 -0.8 0.4 -0.553
C -0.550458 -3.624798 3.125246 0.0 0.0 0.0 0.007
O -2.314866 -2.101133 3.524517 -0.3 0.2 0.0 0.029
C -1.714749 0.258520 0.914946 -0.5 -0.4 -0.4 -0.367
C -1.107322 -0.471107 -0.289013 0.0 0.3 0.5 -0.084
C -3.165476 -0.200932 1.093820 0.3 0.1 0.2 -0.055
H -2.514687 0.548366 6.426781 0.1 -0.1 -0.2 0.084
H -3.149023 1.786160 5.317981 0.0 0.1 0.1 0.086
H -1.495032 1.924530 5.939119 -0.1 0.0 0.0 0.084
H -1.852957 -0.549358 4.484666 -0.2 0.2 0.0 0.091
H 0.111658 0.588429 1.906739 0.1 -0.1 0.1 0.153
H 0.432744 -1.592152 2.148252 0.0 0.1 0.0 0.143
H 0.407438 -3.543349 3.635593 0.1 -0.1 -0.1 0.084
H -0.406299 -4.010299 2.117475 0.2 -0.1 0.0 0.084
H -1.203388 -4.297072 3.681228 0.1 0.1 -0.1 0.087
H -1.744806 1.317590 0.657192 0.2 0.1 0.3 0.137
H -0.078859 -0.139714 -0.431553 0.1 -0.1 -0.2 0.071
H -1.677629 -0.229281 -1.186268 0.0 -0.1 0.0 0.084
H -1.129710 -1.550152 -0.136419 0.1 -0.1 -0.1 0.076
H -3.211129 -1.279929 1.233722 -0.1 0.0 0.1 0.073
H -3.614329 0.291117 1.956206 -0.1 -0.1 0.0 0.082
H -3.743163 0.062008 0.207993 0.0 0.0 0.0 0.080
C 1.338687 -1.645717 -3.076908 0.3 0.0 0.1 -0.111
C 2.175159 -0.424013 -3.461158 -0.5 0.0 0.1 -0.269
C 1.283032 0.696619 -4.013753 0.5 0.0 -0.2 -0.209
C 2.054726 1.752543 -4.828013 -0.4 0.2 0.6 -0.157
C 2.780145 2.827600 -4.006832 2.1 -0.8 0.1 -0.254
C 4.088881 2.503818 -3.222077 -1.1 0.7 -1.7 -0.102
O 2.847889 2.751451 -2.598577 -0.4 -0.1 0.5 -0.068
H 0.844018 -2.064438 -3.958438 0.0 0.0 0.1 0.075
H 1.980092 -2.417332 -2.640742 -0.2 0.0 0.0 0.070
H 0.574958 -1.375230 -2.345398 0.0 -0.1 0.0 0.044
H 2.719724 -0.063041 -2.583612 0.1 0.0 -0.1 0.100
H 2.908449 -0.726172 -4.215315 0.0 0.1 0.0 0.107
H 0.737655 1.177892 -3.194886 0.0 0.0 -0.1 0.115
H 0.539560 0.248471 -4.681077 0.0 0.0 0.1 0.108
H 1.328111 2.269833 -5.462284 0.1 0.0 0.0 0.104
H 2.769862 1.259965 -5.494089 -0.1 0.0 0.0 0.112
H 2.664736 3.830272 -4.431029 0.2 -0.1 0.4 0.132
H 4.862187 3.271843 -3.126744 -0.4 -0.1 0.1 0.100
H 4.480385 1.482537 -3.219714 -0.4 0.1 0.1 0.100